Record 1
Computed, not measured: C6H10N3O as an isolated structure, with ωB97M-V/def2-TZVPD.

The calculation puts the strongest force on any atom at 0.0887 Eh/bohr. The multiplicity is 1. The value obtained for the gap between HOMO and LUMO (alpha / beta) is 7.39 / 6.76 eV. The charge is +1.

```
20
Properties=species:S:1:pos:R:3:nbo_charge:R:1
C 1.42568 3.27394 -1.93286 -0.43
C -2.46358 -0.27547 -0.04124 -0.08
C -0.50575 0.37676 -1.30940 0.19
C 0.43906 2.51433 -1.69141 0.48
C 0.84714 -0.27536 0.99094 0.61
C 0.56306 -2.13938 2.45018 -0.41
N -1.53541 -0.42682 -0.92295 -0.47
N 0.30782 -1.39554 1.25729 -0.61
N -0.58167 1.81629 -1.34247 -0.50
O 0.70991 0.48007 0.08050 -0.49
H 1.42017 3.71836 -2.90889 0.29
H 2.32683 3.48164 -1.34434 0.31
H -2.72518 0.61059 0.49022 0.17
H -3.14612 -1.22869 -0.14393 0.22
H -0.07535 -0.00198 -2.21517 0.21
H -0.43750 -2.67543 2.75618 0.21
H 1.29154 -3.03387 2.38927 0.22
H 0.79624 -1.51721 3.24005 0.22
H -0.41177 -1.85286 0.77610 0.42
H -1.50217 2.16386 -1.14396 0.45
```

Record 2
Computed, not measured: a 7-piece molecular cluster, C6H21NO7 overall, with ωB97M-V/def2-TZVPD.

The calculation puts the strongest force on any atom at 0.1335 Eh/bohr. The multiplicity is 1. The value obtained for the gap between HOMO and LUMO is 8.58 eV. Its structure (SMILES) is C=NC(=C)CCC=O.O.O.O.O.O.O.

```
35
Properties=species:S:1:pos:R:3:nbo_charge:R:1
O -0.27065 -1.73740 -1.62842 -0.57
C 0.36378 -1.77097 -0.62941 0.46
C 1.63207 -0.98583 -0.53599 -0.53
C 1.93020 -0.41797 0.91520 -0.43
C 0.86299 0.47636 1.52038 0.10
C 0.90696 0.56469 2.85867 -0.43
C -0.91772 1.39173 0.17808 0.00
N 0.22595 1.38238 0.73720 -0.45
H 0.07914 -2.25561 0.28051 0.12
H 1.65425 -0.17200 -1.14117 0.25
H 2.57935 -1.59886 -0.96141 0.25
H 2.80596 0.27102 0.79615 0.23
H 2.22991 -1.33947 1.50183 0.23
H 1.62285 0.07110 3.54324 0.20
H 0.20256 1.05030 3.50951 0.20
H -1.59429 0.58345 0.22654 0.19
H -1.19151 2.28400 -0.40858 0.16
H 1.50772 4.03563 1.82214 0.47
H 1.87380 2.78258 0.87522 0.48
O 2.26255 3.46587 1.45378 -0.96
H -2.62943 -1.75604 -0.17060 0.50
H -3.67433 -1.12126 0.75180 0.48
O -2.69732 -1.30573 0.66485 -0.97
H -1.93798 -3.09332 3.00262 0.45
H -2.60172 -2.09050 2.27062 0.47
O -2.40250 -2.34749 3.08541 -0.93
H -0.29965 -0.02586 -3.30408 0.51
H -0.59362 1.65374 -3.10839 0.48
O -0.15166 0.87652 -3.60917 -0.99
H -2.45680 -2.12481 -2.49883 0.49
H -3.24949 -0.83751 -2.66654 0.48
O -3.05524 -1.51980 -1.99601 -0.96
H 2.72244 2.18992 -1.85973 0.46
H 1.73202 1.85673 -2.88307 0.47
O 2.52942 1.56440 -2.59234 -0.93
```

Record 3
Computed, not measured: an isolated ion of composition C5H13N2O and charge +1, with ωB97M-V/def2-TZVPD.

The calculation puts the strongest force on any atom at 0.0876 Eh/bohr. The multiplicity is 1. The value obtained for the gap between HOMO and LUMO is 10.23 eV. Its structure (SMILES) is N/C=[NH+]\CCCCO. The charge is +1.

```
21
Properties=species:S:1:pos:R:3:nbo_charge:R:1
C 0.15585 -0.38321 -2.23518 -0.04
O -0.51611 0.92129 -1.94253 -0.83
C 0.77391 -1.07782 -1.06432 -0.45
C -0.00315 -1.13082 0.22075 -0.43
C 0.90568 -0.34156 1.23061 -0.24
N -0.91511 1.68152 0.69251 -0.71
C -0.93598 1.06318 1.82128 0.40
N 0.15761 0.35684 2.27896 -0.54
H 0.92824 -0.08736 -2.98482 0.21
H -0.69085 -0.86844 -2.61630 0.19
H -1.41080 1.17036 -2.23331 0.50
H 1.79321 -0.66826 -0.88724 0.21
H 0.93968 -2.07209 -1.37196 0.25
H -1.03667 -0.76726 0.08393 0.21
H -0.28479 -2.14922 0.65265 0.24
H 1.50935 0.51205 0.74195 0.20
H 1.73037 -0.98393 1.63480 0.26
H -1.70790 1.83516 0.01797 0.46
H 0.00242 1.79477 0.14096 0.46
H -1.67753 1.07644 2.60308 0.23
H 0.28258 0.11836 3.21621 0.43
```

Record 4
Computed, not measured: C18H34CoN6SbSe4Si2 as an isolated structure, with ωB97M-V/def2-TZVPD.

The calculation puts the strongest force on any atom at 0.0271 Eh/bohr. The multiplicity is 2. The value obtained for the gap between HOMO and LUMO (alpha / beta) is 6.06 / 5.18 eV. The charge is -1.

```
66
Properties=species:S:1:pos:R:3:nbo_charge:R:1
Co -0.70423 -0.44993 -0.61356 1.07
C 0.32803 -1.84045 3.58081 -1.14
Si -1.09441 -1.78275 2.34123 1.83
C -2.69722 -1.76143 3.26722 -1.15
C -0.94114 -3.32552 1.31832 -1.16
N -0.94319 -0.39442 1.25876 -1.02
C -0.90477 0.89641 1.70096 0.10
C -0.97262 1.31498 3.06074 -0.25
C -0.84910 2.63486 3.40240 -0.22
C -0.63117 3.60259 2.40390 -0.25
C -0.60986 3.24023 1.08310 -0.26
C -0.80992 1.88818 0.68741 0.20
N -0.91111 1.42043 -0.59664 -1.03
Si -1.28833 2.32664 -2.05437 1.83
C -1.48733 4.17882 -1.84593 -1.14
C 0.08610 2.07477 -3.30112 -1.14
C -2.83038 1.78406 -2.92335 -1.15
H 0.06333 -2.54101 4.38134 0.23
H 0.54264 -0.87217 4.03836 0.23
H 1.25415 -2.19965 3.12546 0.22
H -2.83052 -2.71652 3.78725 0.23
H -3.53494 -1.63216 2.57605 0.28
H -2.74090 -0.95953 4.00787 0.23
H -0.74722 -4.18057 1.97815 0.23
H -0.12275 -3.26110 0.59710 0.22
H -1.86244 -3.52886 0.76376 0.29
H -1.13608 0.57182 3.83013 0.21
H -0.91560 2.93382 4.44143 0.20
H -0.49186 4.64122 2.67858 0.20
H -0.43925 3.98891 0.32452 0.21
H -0.54630 4.70188 -1.65323 0.22
H -2.19122 4.42464 -1.04639 0.25
H -1.89694 4.56612 -2.78500 0.24
H 1.04795 2.47159 -2.96352 0.22
H -0.18027 2.58511 -4.23379 0.23
H 0.19922 1.01167 -3.53223 0.23
H -3.73687 2.10552 -2.40858 0.26
H -2.87661 0.70081 -3.05212 0.25
H -2.82078 2.22535 -3.92799 0.22
C 2.05254 0.31403 -1.37035 -0.08
N 1.38316 -0.86507 -0.76484 -0.50
C 1.90847 -1.02687 0.61586 -0.09
N 3.35990 -1.18850 0.62950 -0.47
C 3.96411 -0.01017 0.00266 -0.08
N 3.50606 0.17245 -1.37870 -0.46
C 3.84022 -1.03753 -2.13976 -0.08
N 3.22643 -2.23891 -1.56241 -0.46
C 1.77473 -2.06049 -1.54670 -0.08
C 3.69853 -2.36576 -0.17931 -0.08
H 1.77122 1.20134 -0.80444 0.22
H 1.70300 0.41938 -2.39069 0.22
H 1.45033 -1.90714 1.05447 0.22
H 1.63047 -0.15380 1.20501 0.23
H 5.04972 -0.12507 0.00296 0.19
H 3.69766 0.87535 0.58132 0.20
H 4.92424 -1.16282 -2.14609 0.19
H 3.48828 -0.91872 -3.16513 0.20
H 1.30493 -2.94024 -1.10916 0.22
H 1.41087 -1.94432 -2.56731 0.22
H 4.78264 -2.48833 -0.18487 0.19
H 3.24185 -3.24792 0.27155 0.20
Se -4.49931 0.32958 0.13239 -0.69
Sb -4.00050 -1.61109 -1.22221 0.98
Se -4.55708 -3.72985 -0.21134 -0.74
Se -5.31842 -1.31012 -3.33542 -0.26
Se -1.57009 -1.82372 -2.11403 -0.67
```